Entry from OMol25: C54H58F5Ge2I2O4S4SeTi as an isolated structure (ωB97M-V/def2-TZVPD).

XYZ file:
```
131
Properties=species:S:1:pos:R:3:forces:R:3
Ti -2.32594 1.38073 -0.87229 -0.5 -0.2 -0.6
C 2.49449 4.00351 6.42697 0.0 0.0 0.0
C 2.63105 3.73120 4.95377 0.0 0.0 0.0
C 3.31651 2.61835 4.48550 0.0 0.0 0.1
C 3.52344 2.41383 3.12746 0.0 0.0 -0.1
C 4.25207 1.18863 2.63901 0.0 0.1 -0.1
C 3.03231 3.35473 2.21562 -0.1 -0.1 0.1
C 2.29133 4.45252 2.66470 0.0 0.0 -0.1
C 1.74058 5.46015 1.68700 0.0 -0.1 0.0
C 2.10148 4.62160 4.02930 0.0 0.0 0.1
C 3.40106 3.23727 0.77643 0.0 -0.1 -0.2
C 4.57071 3.89018 0.38797 0.0 0.1 0.1
C 5.03420 3.81250 -0.91112 0.1 0.0 0.0
C 4.33297 3.06533 -1.84056 -0.1 0.0 0.0
C 3.15056 2.41991 -1.49193 0.0 -0.2 0.2
C 2.67615 2.49334 -0.16495 -0.2 -0.1 0.1
Ge 0.89314 1.69252 0.26940 0.3 -0.2 0.2
S -0.52867 2.96707 -0.78619 0.3 -0.1 -0.2
S 0.37786 1.14232 2.41708 -0.1 0.0 -0.7
Ge -0.69166 -0.62117 1.41239 0.5 -0.2 0.1
S -2.77793 -0.16653 0.99471 0.2 -0.4 0.0
S 0.77108 -0.48895 -0.34895 -1.0 0.2 0.5
C -0.55624 -2.43380 2.25943 0.1 0.1 -0.1
C -0.55892 -3.63618 1.51431 0.2 0.2 0.2
C -0.39933 -4.84974 2.18298 -0.1 0.1 0.0
C -0.26921 -4.90717 3.55757 0.0 -0.1 0.1
C -0.31531 -3.73994 4.29131 0.0 0.0 0.0
C -0.46324 -2.50836 3.65746 0.1 0.0 -0.1
C -0.60143 -1.31949 4.55202 0.0 0.1 0.1
C 0.50376 -0.60127 5.01609 0.0 -0.1 0.0
C 1.89724 -0.85950 4.50330 0.0 0.1 0.1
C 0.30257 0.40448 5.96218 0.0 0.0 0.0
C -0.96009 0.70593 6.44795 0.1 0.0 0.0
C -1.17892 1.76064 7.50112 0.0 0.0 -0.1
C -2.04833 0.00063 5.94933 -0.1 0.0 0.0
C -1.89092 -1.00968 5.01688 0.0 -0.1 -0.1
C -3.08922 -1.78353 4.52900 0.0 0.0 0.0
C -0.68651 -3.77208 0.02771 0.2 0.1 -0.1
C 0.44915 -3.72506 -0.78991 -0.1 0.1 0.1
C 1.82575 -3.42884 -0.24284 -0.1 -0.1 -0.1
C 0.32253 -4.02490 -2.14682 0.0 0.0 0.0
C -0.88926 -4.40531 -2.70274 0.0 0.0 0.0
C -1.01071 -4.77094 -4.15765 0.0 0.1 0.0
C -2.00269 -4.47613 -1.86773 0.1 0.1 0.0
C -1.91768 -4.18216 -0.51366 0.0 -0.1 -0.1
C -3.10924 -4.42041 0.37690 0.0 0.1 -0.1
C 2.48436 1.58792 -2.54436 0.0 0.0 0.0
C 1.73653 2.17477 -3.57103 0.1 -0.1 0.0
C 1.64793 3.66898 -3.74300 -0.1 -0.1 0.1
C 1.12896 1.34965 -4.51737 0.0 0.0 0.0
C 1.27640 -0.03086 -4.48950 0.0 -0.1 0.0
C 0.64566 -0.90196 -5.54421 0.0 0.1 0.0
C 2.07965 -0.58687 -3.50062 0.1 0.0 0.0
C 2.69670 0.20001 -2.53682 0.1 0.1 0.0
C 3.60275 -0.43283 -1.51138 0.2 0.1 -0.1
H 2.77568 3.13332 7.02096 0.0 0.0 0.0
H 1.47167 4.28196 6.67863 0.0 0.0 0.0
H 3.14446 4.83185 6.72032 0.0 0.0 0.0
H 3.70995 1.89410 5.19375 0.0 0.0 0.0
H 4.65222 0.61176 3.47270 0.0 0.0 0.0
H 5.07026 1.45685 1.96786 0.0 0.0 0.0
H 3.56749 0.54860 2.07175 0.1 0.0 0.0
H 1.30098 4.97120 0.81644 0.0 0.0 0.0
H 2.53509 6.11804 1.32332 0.0 0.0 0.0
H 0.97277 6.07529 2.15583 0.0 0.0 0.0
H 1.53531 5.47814 4.38469 0.0 0.0 0.0
H 5.11813 4.46023 1.13177 0.0 0.0 0.0
H 5.94579 4.32370 -1.19718 0.0 0.0 0.0
H 4.69442 2.97535 -2.85918 0.0 0.0 0.0
H -0.38733 -5.76272 1.59815 0.0 0.0 0.0
H -0.15672 -5.86314 4.05558 0.0 0.0 0.0
H -0.24605 -3.76736 5.37313 0.0 0.0 0.0
H 1.95953 -1.79302 3.94824 0.0 0.0 0.0
H 2.61437 -0.89315 5.32648 0.0 0.0 0.0
H 2.18965 -0.04684 3.83172 0.0 -0.2 0.1
H 1.16136 0.96055 6.32614 0.0 0.0 0.0
H -0.23460 2.10404 7.91785 0.1 0.1 0.0
H -1.79127 1.36851 8.31537 0.0 0.0 0.0
H -1.70447 2.62088 7.07957 0.0 0.0 0.0
H -3.04365 0.23377 6.31673 0.0 0.0 0.0
H -3.99234 -1.46933 5.05220 0.0 0.0 0.0
H -2.95089 -2.85615 4.67922 0.0 0.0 0.0
H -3.24383 -1.62340 3.45966 0.0 0.0 0.0
H 1.78971 -3.11101 0.79669 0.0 0.0 0.0
H 2.30445 -2.63776 -0.82264 -0.1 -0.2 0.1
H 2.45113 -4.32347 -0.30731 0.0 0.0 0.0
H 1.21018 -3.99254 -2.77417 0.0 0.0 0.0
H -0.02900 -4.91233 -4.61364 -0.1 0.0 0.0
H -1.54875 -3.99332 -4.70596 0.0 0.0 0.0
H -1.58371 -5.69220 -4.27541 0.0 0.0 0.0
H -2.95261 -4.79390 -2.28692 0.0 0.0 0.0
H -3.97607 -4.71719 -0.21600 0.0 0.1 0.0
H -3.36179 -3.52703 0.94563 0.0 0.1 0.1
H -2.89561 -5.21727 1.09471 -0.1 0.1 0.0
H 1.87926 4.19639 -2.82136 0.0 0.0 0.0
H 0.64871 3.96546 -4.06089 0.0 0.0 0.0
H 2.35778 3.99358 -4.51104 0.0 0.0 0.1
H 0.56310 1.80158 -5.33039 0.0 0.0 0.1
H -0.19355 -0.39599 -6.02339 0.0 -0.1 0.0
H 0.29297 -1.84138 -5.11800 -0.1 0.0 0.0
H 1.37657 -1.14572 -6.32047 0.0 0.0 0.0
H 2.23403 -1.66252 -3.47878 0.0 0.0 0.0
H 3.73519 -1.49460 -1.72191 0.1 0.1 0.0
H 3.18658 -0.33384 -0.50586 0.3 0.0 -0.1
H 4.58212 0.04977 -1.50912 0.0 0.0 0.0
O -2.35376 2.65674 1.49732 0.2 0.0 0.1
H -2.49997 3.60669 1.45027 -0.1 0.1 -0.1
H -3.01155 2.29288 2.09766 -0.1 -0.1 0.0
O -1.71448 -0.42005 -1.94849 -0.2 -0.3 0.0
H -2.32765 -0.85429 -2.57382 0.0 0.2 -0.3
H -0.84079 -0.82314 -2.02164 0.2 0.0 0.2
O -4.23517 0.25935 -1.58862 0.2 0.1 0.3
H -4.46915 -0.55414 -1.12978 0.0 -0.1 0.1
H -5.05232 0.73056 -1.78460 -0.1 0.1 -0.1
O -2.27934 1.85411 -3.08128 -0.5 0.4 0.2
H -2.97119 1.36455 -3.58178 0.1 -0.2 -0.1
H -1.45729 1.70618 -3.55685 0.3 -0.2 0.0
I -4.17959 3.44469 -1.01165 -0.5 0.5 -0.1
I -7.43552 3.76988 -0.80285 0.1 -0.1 0.0
F -4.12085 -1.71596 -10.28457 0.0 0.0 -0.1
C -4.09689 -1.50360 -8.96330 0.0 0.0 0.0
C -3.38377 -0.44254 -8.44101 0.0 0.0 0.0
F -2.72285 0.37583 -9.27083 0.1 0.1 0.0
C -3.35873 -0.23821 -7.07594 -0.2 -0.2 0.2
F -2.64599 0.80064 -6.61945 0.1 0.1 0.0
C -4.04157 -1.06056 -6.17754 0.2 -0.1 -0.5
Se -4.06104 -0.72585 -4.33236 -0.1 0.1 0.4
C -4.74105 -2.12727 -6.74447 0.2 0.3 0.0
F -5.40563 -2.98069 -5.96193 -0.1 -0.1 0.0
C -4.77930 -2.34638 -8.10783 0.0 0.0 0.0
F -5.47270 -3.37220 -8.61735 -0.1 -0.1 0.0
```
Forces are in eV/Å.

## Properties
E_HOMO (spin up / spin down) ... -4.97 / -4.97 eV
Charge ... -1
LUMO (spin up / spin down) ... 1.82 / 0.06 eV
2S+1 ... 3
M ... 1520.2 g/mol
E_tot ... -12486.15256 hartree